1.
Entry from the Open Molecules 2025 dataset: a structure of composition C31H34BrN5O3SSeSr in a non-equilibrium geometry (ωB97M-V/def2-TZVPD).

Geometry as XYZ:
```
77
C31H34BrN5O3SSeSr, DFT ωB97M-V/def2-TZVPD
Sr 1.65788 0.31643 0.68789
O 4.92805 1.66319 -1.70451
C 4.27076 1.48833 -0.66787
O 4.06123 0.45105 -0.00720
C 3.64576 2.81753 -0.14850
C 4.38927 4.01039 -0.39341
C 3.87960 5.20945 -0.01463
C 2.59067 5.27311 0.57476
C 1.95330 6.47759 0.95006
C 0.69345 6.45599 1.48052
C 0.01257 5.23141 1.65702
C 0.60691 4.05014 1.31185
C 1.91367 4.05489 0.76977
N 2.47823 2.85822 0.43761
H 5.34193 3.91254 -0.89184
H 4.43411 6.12907 -0.17311
H 2.47713 7.41633 0.80487
H 0.20948 7.38291 1.76423
H -0.98911 5.22765 2.06787
H 0.09643 3.09884 1.41964
C -2.42969 -0.79509 2.34680
C -3.22186 0.21831 1.51610
C -3.03286 1.63511 2.06873
C -2.92631 0.11871 0.03157
C -3.92004 -0.31388 -0.82829
C -3.71916 -0.40215 -2.20097
C -2.48796 -0.00433 -2.69980
C -1.45755 0.45727 -1.88745
C -0.23365 1.00107 -2.60981
C -0.32470 2.53353 -2.67304
C 1.16522 0.63282 -2.08551
C -1.64184 0.49514 -0.47048
O -0.71183 0.85819 0.35732
H -2.68653 -0.70559 3.40719
H -1.35494 -0.63330 2.25879
H -2.66035 -1.81315 2.02507
H -4.28695 -0.02768 1.62357
H -1.97330 1.88001 2.11337
H -3.44495 1.70218 3.08031
H -3.53620 2.37369 1.43877
H -4.88326 -0.59092 -0.40487
H -4.50011 -0.76116 -2.86132
H -2.31646 -0.04375 -3.77308
H -0.30726 0.61549 -3.63155
H -0.37709 2.93142 -1.65598
H -1.22061 2.85165 -3.20965
H 0.55316 2.96525 -3.16451
H 1.41318 1.38541 -1.34358
H 1.92237 0.69350 -2.86770
H 1.20812 -0.37697 -1.67028
Br 3.42758 -6.86677 0.79005
C 3.16817 -5.03503 0.31995
C 3.54966 -4.04182 1.19012
C 3.34260 -2.72190 0.79016
N 2.76759 -2.40023 -0.36654
C 2.40237 -3.38499 -1.17922
C 2.58952 -4.72831 -0.89927
H 3.96987 -4.24997 2.16315
H 3.60222 -1.91516 1.47036
H 1.90279 -3.09404 -2.09734
H 2.26596 -5.49553 -1.58762
C -4.26524 -4.00456 -0.87919
C -2.86241 -4.48857 -1.24431
C -1.82040 -4.04192 -0.27131
N -0.85408 -3.25357 -0.57551
N -0.02438 -2.93847 0.46464
C -0.37245 -3.50583 1.58767
N 0.28955 -3.42138 2.75059
S -1.80215 -4.52185 1.40618
H -4.99835 -4.34643 -1.61352
H -4.28648 -2.91562 -0.84612
H -4.56692 -4.37984 0.10115
H -2.56117 -4.08369 -2.21164
H -2.85315 -5.58058 -1.32422
H 0.94795 -2.59076 2.91595
H -0.25150 -3.62910 3.57511
Se 2.03488 -0.76989 3.41599
```

Kohn-Sham gap (eV): 3.9
LUMO energy (Eh): 0.144
HOMO level (eV): -0.015
Net charge: -2
E (eV): -193356.95161
Largest force on an atom (eV Å⁻¹): 2.11



2.
Entry from the Open Molecules 2025 dataset: a structure of composition C39H51BrN2S4ScSi4Te in a non-equilibrium geometry (ωB97M-V/def2-TZVPD).

Geometry as XYZ:
```
103
C39H51BrN2S4ScSi4Te, DFT ωB97M-V/def2-TZVPD
Sc 1.88610 -0.94337 -0.42717
S -0.84738 0.74998 2.80095
C 0.60004 0.16894 3.67280
C 1.09767 1.10977 4.57552
C 2.15976 0.82110 5.41446
C 2.76713 -0.42219 5.33864
C 2.30030 -1.36247 4.43442
C 1.21717 -1.09352 3.60013
S 0.58899 -2.29303 2.47077
C 1.93464 -3.54357 2.27374
C 3.01253 -3.10875 1.35760
C 4.30696 -3.02458 1.72485
C 5.35423 -2.76716 0.75679
C 4.97047 -2.91821 -0.58917
C 3.65437 -3.02716 -0.96901
C 3.22548 -3.35446 -2.34110
S 2.74159 -1.77407 -3.24488
C 1.26330 -2.12533 -4.14765
C 1.34103 -2.28197 -5.53390
C 0.21031 -2.52712 -6.29596
C -1.01812 -2.63178 -5.65313
C -1.10353 -2.47447 -4.28105
C 0.02403 -2.19491 -3.49297
S -0.19636 -2.01474 -1.75208
N 2.58049 -2.83384 0.00605
H 0.64312 2.09316 4.59438
H 2.52539 1.57578 6.09927
H 3.61174 -0.66259 5.97234
H 2.80028 -2.31600 4.36574
H 1.36561 -4.36840 1.83486
H 2.29962 -3.85840 3.24822
H 4.56341 -3.20654 2.76643
H 6.39458 -2.73774 1.04793
H 5.73347 -3.01113 -1.36108
H 2.32721 -3.97492 -2.35926
H 4.01549 -3.80587 -2.93772
H 2.31410 -2.21246 -6.00471
H 0.28603 -2.64119 -7.37010
H -1.91647 -2.83728 -6.22414
H -2.05974 -2.56510 -3.78373
C -4.20745 -2.01156 1.85917
Si -4.58569 -0.18656 1.84341
C -4.38677 0.48483 3.56882
C -6.37207 0.09303 1.34966
Si -3.22075 0.80874 0.23162
Te -0.88948 -0.09195 0.48670
Si -3.88683 0.12877 -1.90161
C -4.15214 -1.71157 -1.95439
C -2.64491 0.66801 -3.17792
C -5.51232 0.97526 -2.30417
Si -3.12113 3.13039 0.29946
C -2.15439 3.73059 -1.18090
C -2.27793 3.74468 1.84088
C -4.84742 3.85339 0.24520
H -4.62622 -2.48422 2.75295
H -3.12461 -2.16934 1.86766
H -4.60732 -2.51682 0.97754
H -5.12415 -0.00114 4.21539
H -4.54804 1.56635 3.61423
H -3.38382 0.28103 3.94994
H -7.02768 -0.33009 2.11760
H -6.61115 -0.38711 0.39789
H -6.60262 1.15875 1.25506
H -3.28581 -2.23983 -1.54710
H -4.30177 -2.03669 -2.98856
H -5.03703 -1.99580 -1.37740
H -1.64510 0.30761 -2.91934
H -2.61205 1.75723 -3.26016
H -2.90566 0.25469 -4.15618
H -6.27409 0.78096 -1.54632
H -5.89012 0.61859 -3.26786
H -5.38254 2.05885 -2.37479
H -1.25875 3.11882 -1.32705
H -1.83730 4.76792 -1.03665
H -2.75159 3.67814 -2.09487
H -1.23654 3.41310 1.86780
H -2.75789 3.36415 2.74671
H -2.30315 4.83914 1.86359
H -5.38579 3.55201 -0.65628
H -4.78993 4.94637 0.26160
H -5.43875 3.53320 1.10858
Br 1.34180 1.30569 -2.51540
C 3.20793 1.32533 -2.18980
C 4.03094 2.23884 -2.82519
C 5.37692 2.18452 -2.51467
C 5.83208 1.24749 -1.60756
C 4.92101 0.37396 -1.03064
N 3.62614 0.41772 -1.33672
H 3.62127 2.95336 -3.52343
H 6.06525 2.87932 -2.98049
H 6.87579 1.18115 -1.33569
H 5.21618 -0.39015 -0.31377
C 3.62979 2.79011 2.49454
C 2.52212 3.06787 1.70188
C 1.88941 2.04316 1.00184
C 2.31198 0.70833 1.05358
C 3.42864 0.47130 1.87268
C 4.08183 1.47792 2.57807
H 4.12701 3.58116 3.04480
H 2.14630 4.08370 1.62976
H 1.02184 2.30811 0.40080
H 3.82026 -0.53951 1.96171
H 4.93915 1.23431 3.19671
```

Kohn-Sham gap (eV): 3.9
LUMO energy (Eh): 0.080
HOMO level (eV): -1.716
Net charge: -1
E (eV): -217144.13878
Largest force on an atom (eV Å⁻¹): 1.92



3.
Entry from the Open Molecules 2025 dataset: the molecule C2H3NOS2 in a non-equilibrium geometry (ωB97M-V/def2-TZVPD).

Geometry as XYZ:
```
9
C2H3NOS2, DFT ωB97M-V/def2-TZVPD
C -2.35866 -0.52009 -0.26610
C 1.35229 -0.12098 0.75398
H -1.87983 -1.08602 -1.02282
H -2.23922 1.34326 0.66636
H 1.17876 -0.55421 1.82226
N -1.45995 0.47181 0.36862
O -3.54802 -0.59157 0.02267
S 0.15671 0.76184 -0.28437
S 2.81718 -0.41351 -0.16280
```

Kohn-Sham gap (eV): 8.1
LUMO energy (Eh): -0.043
Structure (SMILES): O=CNSC=S
HOMO level (eV): -9.283
E (eV): -27328.14972
Largest force on an atom (eV Å⁻¹): 4.68



4.
Entry from the Open Molecules 2025 dataset: a cluster of 2 separate species, C5H14 in total in a non-equilibrium geometry (ωB97M-V/def2-TZVPD).

Geometry as XYZ:
```
19
C5H14, DFT ωB97M-V/def2-TZVPD
C 0.45465 1.33332 2.77722
C 0.81756 0.00302 2.16928
H -0.46974 1.78122 2.39386
H 0.36961 1.33845 3.90239
H 1.38129 1.92356 2.65966
H 0.03627 -0.50911 1.54630
H 1.27503 -0.64614 2.88210
H 1.41803 0.08197 1.24541
C -0.79159 -1.00979 -1.78873
C -1.25136 0.24054 -1.04387
C 0.55528 -0.81502 -2.48356
H -0.68531 -1.80958 -1.04503
H -1.45724 -1.42481 -2.55082
H -1.72904 0.92215 -1.75185
H -0.38433 0.61848 -0.49831
H 0.50398 0.04754 -3.17925
H 1.34140 -0.55327 -1.78714
H -2.11368 0.18981 -0.34630
H 0.72919 -1.71234 -3.10136
```

Kohn-Sham gap (eV): 12.2
LUMO energy (Eh): 0.041
Structure (SMILES): CCC.CC
HOMO level (eV): -11.033
E (eV): -5411.19251
Largest force on an atom (eV Å⁻¹): 2.81